# 1
{
  "formula": "C5H8O2",
  "method": "ωB97M-V with the def2-TZVPD basis set",
  "symbols": ["C", "C", "O", "C", "C", "C", "O", "H", "H", "H", "H", "H", "H", "H", "H"],
  "positions_angstrom": [[-1.846, -0.213, -0.225], [-0.801, 0.720, -0.256], [-0.261, 0.459, 1.669], [0.962, 0.216, 1.043], [1.047, -1.000, 0.149], [0.662, 0.345, -0.410], [1.397, 1.007, -1.381], [-1.285, -0.214, 0.987], [-2.874, 0.141, -0.214], [-1.672, -1.204, -0.637], [-0.990, 1.789, -0.193], [1.863, 0.612, 1.507], [2.058, -1.303, -0.115], [0.331, -1.813, 0.251], [1.409, 0.458, -2.176]],
  "forces_ev_per_a": [[0.0, 0.1, -0.4], [-0.2, -0.2, -0.2], [-0.1, -0.2, 0.2], [0.2, 0.2, 0.0], [0.0, -0.2, 0.0], [-0.2, -0.1, 0.2], [0.0, -0.1, -0.2], [0.3, 0.2, 0.2], [0.2, 0.0, 0.0], [0.0, 0.2, 0.1], [0.0, -0.1, 0.0], [-0.1, -0.1, -0.1], [-0.2, 0.1, 0.1], [0.1, 0.2, 0.0], [0.0, 0.1, 0.1]],
  "mulliken_charge": [-1.00, 0.21, -0.72, -0.03, -0.90, 0.38, -0.51, 0.43, 0.30, 0.26, 0.32, 0.39, 0.31, 0.22, 0.35],
  "homo_ev": -8.9,
  "charge": 0,
  "multiplicity": 1
}

# 2
{
  "formula": "C5H8O2",
  "method": "ωB97M-V with the def2-TZVPD basis set",
  "symbols": ["C", "C", "C", "O", "C", "O", "C", "H", "H", "H", "H", "H", "H", "H", "H"],
  "positions_angstrom": [[-1.363, -1.114, 0.330], [-0.462, 0.079, 0.579], [-0.032, 0.983, -0.640], [-0.229, 0.463, -1.921], [1.414, 0.861, -0.140], [1.698, -0.531, -0.300], [1.022, -0.103, 0.888], [-1.412, -1.764, 1.211], [-1.019, -1.713, -0.518], [-2.381, -0.777, 0.105], [-0.886, 0.727, 1.356], [-0.468, 1.984, -0.615], [0.367, -0.302, -1.971], [2.247, 1.555, -0.191], [1.505, -0.348, 1.829]],
  "forces_ev_per_a": [[0.0, -0.1, 0.0], [-0.1, -0.1, 0.0], [0.0, 0.3, 0.2], [0.1, -0.2, -0.1], [0.1, 0.3, -0.1], [0.0, -0.2, 0.0], [-0.1, 0.0, 0.3], [0.0, 0.1, -0.1], [0.0, 0.1, 0.1], [0.2, -0.1, 0.0], [0.0, -0.1, -0.1], [0.1, -0.1, 0.0], [-0.2, 0.1, -0.1], [-0.1, -0.1, 0.0], [-0.1, 0.1, -0.1]],
  "mulliken_charge": [-1.30, 0.35, -0.44, -0.57, -0.21, -0.46, -0.41, 0.36, 0.26, 0.35, 0.36, 0.44, 0.39, 0.44, 0.43],
  "homo_ev": -9.8,
  "smiles": "C[C@@H]1[C@H](O)[C@@H]2O[C@H]12",
  "charge": 0,
  "multiplicity": 1
}

# 3
{
  "formula": "C5H8O2",
  "method": "ωB97M-V with the def2-TZVPD basis set",
  "symbols": ["C", "C", "O", "C", "C", "C", "O", "H", "H", "H", "H", "H", "H", "H", "H"],
  "positions_angstrom": [[1.665, -0.971, -0.746], [0.923, 0.127, -0.656], [1.260, 1.329, -1.163], [-0.376, 0.191, 0.109], [-1.283, -1.006, 0.100], [-0.389, 1.108, 1.233], [-1.025, 1.446, -0.100], [2.611, -0.956, -1.269], [1.321, -1.897, -0.309], [0.417, 1.879, -0.996], [-2.216, -0.784, 0.625], [-1.515, -1.284, -0.931], [-0.798, -1.855, 0.588], [0.480, 1.729, 1.448], [-1.076, 0.946, 2.068]],
  "forces_ev_per_a": [[0.0, 0.1, -0.2], [-0.1, -0.3, 0.2], [-1.1, 0.8, 0.2], [0.2, -0.6, -0.2], [0.0, -0.1, 0.0], [-0.6, 0.8, -0.5], [0.2, -0.2, 1.6], [0.0, 0.0, 0.0], [0.1, 0.1, 0.0], [1.4, -0.6, -0.4], [0.2, 0.0, -0.1], [0.0, 0.0, 0.1], [-0.1, 0.1, -0.1], [-0.1, -0.2, -0.1], [0.0, 0.1, -0.4]],
  "mulliken_charge": [-1.04, 0.29, -0.61, 1.55, -1.47, -0.71, -0.60, 0.31, 0.21, 0.43, 0.42, 0.31, 0.32, 0.28, 0.30],
  "homo_ev": -8.8,
  "smiles": "C=C(O)[C@@]1(C)CO1",
  "charge": 0,
  "multiplicity": 1
}

# 4
{
  "formula": "C5H8O2",
  "method": "ωB97M-V with the def2-TZVPD basis set",
  "symbols": ["C", "C", "C", "C", "O", "C", "O", "H", "H", "H", "H", "H", "H", "H", "H"],
  "positions_angstrom": [[1.781, -0.128, 0.876], [0.548, 0.146, 0.076], [-0.159, -0.802, -0.827], [-0.889, -0.136, 0.336], [-1.337, -1.034, 1.269], [-1.093, 1.396, -0.048], [0.313, 1.480, -0.391], [2.662, -0.009, 0.240], [1.766, -1.152, 1.258], [1.861, 0.561, 1.718], [-0.430, -0.563, -1.839], [0.167, -1.862, -0.734], [-2.114, -1.510, 0.906], [-1.757, 1.617, -0.885], [-1.319, 2.002, 0.821]],
  "forces_ev_per_a": [[0.0, 0.0, -0.3], [0.6, 0.1, 0.0], [0.3, -0.7, -0.5], [0.9, -0.1, -1.5], [-1.5, 0.2, 0.9], [-0.1, -1.6, 0.4], [-0.3, 0.1, 0.4], [0.0, 0.0, 0.1], [0.0, 0.1, -0.1], [0.0, 0.0, -0.1], [0.2, 0.4, -0.3], [-0.7, 0.8, 0.4], [0.7, 0.4, 0.3], [0.1, 0.0, 0.0], [-0.1, 0.2, 0.1]],
  "mulliken_charge": [-1.40, 0.97, -0.94, 0.41, -0.53, -0.44, -0.46, 0.35, 0.33, 0.31, 0.24, 0.28, 0.34, 0.25, 0.28],
  "homo_ev": -9.1,
  "smiles": "C[C@@]12C[C@]1(O)CO2",
  "charge": 0,
  "multiplicity": 1
}

# 5
{
  "formula": "C5H8O2",
  "method": "ωB97M-V with the def2-TZVPD basis set",
  "symbols": ["C", "C", "O", "C", "C", "C", "O", "H", "H", "H", "H", "H", "H", "H", "H"],
  "positions_angstrom": [[-1.996, -0.182, -0.217], [-0.715, 0.559, 0.095], [-0.277, 0.460, 1.474], [1.080, 0.391, 1.050], [1.351, -0.915, 0.383], [0.690, 0.202, -0.387], [1.254, 0.737, -1.528], [-1.897, -1.270, -0.168], [-2.761, 0.129, 0.504], [-2.349, 0.101, -1.214], [-0.855, 1.624, -0.138], [1.808, 1.042, 1.522], [2.394, -1.029, 0.087], [0.853, -1.827, 0.702], [1.407, 0.009, -2.144]],
  "forces_ev_per_a": [[0.1, 0.0, 0.0], [-0.2, 0.0, -0.2], [0.0, 0.1, 0.1], [0.3, 0.1, 0.1], [0.0, -0.2, 0.0], [-0.1, 0.0, 0.2], [0.0, -0.1, -0.2], [0.1, 0.1, 0.0], [0.1, -0.1, -0.1], [0.1, -0.1, 0.1], [0.0, -0.1, 0.0], [-0.1, -0.1, 0.0], [-0.2, 0.0, 0.0], [-0.1, 0.2, -0.1], [0.0, 0.2, 0.0]],
  "mulliken_charge": [-1.37, 0.48, -0.43, -0.07, -0.91, 0.35, -0.53, 0.31, 0.33, 0.35, 0.24, 0.37, 0.30, 0.22, 0.35],
  "homo_ev": -9.2,
  "charge": 0,
  "multiplicity": 1
}

# 6
{
  "formula": "C5H8O2",
  "method": "ωB97M-V with the def2-TZVPD basis set",
  "symbols": ["C", "C", "C", "C", "C", "O", "O", "H", "H", "H", "H", "H", "H", "H", "H"],
  "positions_angstrom": [[1.128, -1.261, -1.193], [0.582, -0.411, -0.543], [1.550, -2.363, -2.019], [-1.638, 1.404, 0.458], [-0.533, 1.053, 1.403], [-0.931, 0.220, 2.392], [0.460, 1.956, 1.626], [0.663, -2.856, -2.402], [1.943, -1.868, -2.965], [2.098, -3.134, -1.580], [-2.487, 0.823, 0.880], [-1.726, 2.520, 0.542], [-1.349, 1.036, -0.561], [-0.218, 0.199, 3.112], [0.459, 2.682, 0.850]],
  "forces_ev_per_a": [[-0.1, -0.2, 0.6], [0.1, 0.2, -0.2], [-1.2, 1.6, -2.8], [0.9, -0.3, 0.9], [-0.9, 0.0, -1.5], [1.9, 0.2, 2.6], [0.5, 2.5, -1.7], [-0.4, -0.1, 0.0], [0.4, -1.1, 1.1], [1.5, -0.7, 0.7], [0.1, 0.8, -0.8], [-0.6, -0.8, -0.6], [-0.6, 0.6, 0.5], [-1.4, 0.0, -1.5], [-0.1, -2.6, 2.7]],
  "mulliken_spin": [0.16, 0.79, 0.02, 0.06, 0.76, 0.09, 0.09, -0.01, 0.00, 0.00, -0.01, 0.01, 0.03, 0.00, 0.00],
  "homo_ev": [-5.7, -9.7],
  "charge": 0,
  "multiplicity": 3
}

# 7
{
  "formula": "C5H8O2S",
  "method": "ωB97M-V with the def2-TZVPD basis set",
  "symbols": ["C", "C", "C", "C", "C", "H", "H", "H", "H", "H", "H", "H", "H", "O", "O", "S"],
  "positions_angstrom": [[-0.394, 1.667, -0.201], [-0.285, 0.131, 0.048], [-1.479, -0.492, -0.550], [0.859, -0.663, 0.382], [2.311, -0.070, 0.461], [-1.266, 1.928, -1.427], [-1.127, 2.119, 0.912], [0.995, 1.888, -0.395], [-1.341, -0.594, -1.598], [-2.429, 0.009, -0.467], [-1.362, -2.039, 0.865], [1.057, -1.572, -0.151], [2.628, 0.622, 1.175], [-1.846, -1.900, -0.145], [0.081, -0.344, 1.421], [3.598, -0.689, -0.330]],
  "forces_ev_per_a": [[0.5, 0.4, 0.0], [-1.7, 1.9, 0.6], [-1.8, -3.7, 0.3], [5.2, 1.5, -2.5], [0.1, -2.0, -1.4], [3.1, -0.8, 3.9], [2.8, -1.0, -3.8], [-4.8, 0.5, 0.7], [0.5, 0.1, -1.1], [0.0, 1.0, 0.6], [-2.1, 0.7, -4.2], [-0.9, -1.4, 0.5], [-0.5, 1.5, 1.3], [3.2, 1.0, 4.1], [-2.5, 0.1, 1.0], [-1.1, 0.2, 0.0]],
  "mulliken_charge": [-0.84, 0.94, -0.98, 0.23, -0.74, 0.29, 0.27, 0.25, 0.38, 0.39, 0.35, 0.37, 0.45, -0.58, -0.55, -0.22],
  "homo_ev": -9.1,
  "charge": 0,
  "multiplicity": 1
}

# 8
{
  "formula": "C5H8O2S",
  "method": "ωB97M-V with the def2-TZVPD basis set",
  "symbols": ["C", "C", "C", "C", "C", "H", "H", "H", "H", "H", "H", "H", "H", "O", "O", "S"],
  "positions_angstrom": [[0.115, 1.021, 0.600], [-0.879, 0.388, -0.420], [-0.115, -0.816, -0.855], [0.369, -1.572, 0.440], [1.153, -0.196, 0.495], [1.515, 1.829, -0.865], [-0.295, 1.527, 1.528], [-0.855, 1.147, -1.138], [-2.731, -0.087, 1.178], [-0.340, -1.333, -1.866], [1.081, -2.396, 0.263], [-0.458, -1.790, 1.105], [2.185, 0.025, 0.854], [0.766, 2.172, -0.203], [1.174, -0.161, -0.944], [-2.684, 0.244, -0.171]],
  "forces_ev_per_a": [[1.3, 1.0, -1.4], [-1.8, 0.2, 1.3], [0.9, -1.6, -2.0], [0.1, 1.7, -1.0], [0.2, 1.5, 0.5], [-2.8, 0.5, 2.4], [0.7, -1.0, -1.1], [-0.1, 0.7, -1.7], [0.1, 0.2, -1.1], [-0.1, 0.8, 1.9], [-0.6, 0.4, 0.0], [0.3, -0.1, 0.6], [-1.0, -0.6, 0.4], [1.2, -1.5, 0.3], [1.2, -1.6, -0.5], [0.3, -0.3, 1.5]],
  "mulliken_charge": [0.07, -0.52, 0.14, -0.66, -0.18, 0.37, 0.35, 0.35, 0.12, 0.36, 0.28, 0.29, 0.36, -0.60, -0.51, -0.22],
  "homo_ev": -9.1,
  "charge": 0,
  "multiplicity": 1
}